[1]
{"formula": "C43H40BrN5O3PSTi", "method": "ωB97M-V/def2-TZVPD", "relative_energy_ev": 0.905, "homo_ev": -16.45, "total_charge": 3, "symbols": ["N", "H", "C", "C", "C", "H", "N", "H", "C", "H", "H", "H", "H", "H", "H", "H", "C", "C", "C", "C", "C", "H", "N", "H", "C", "C", "H", "H", "C", "H", "C", "C", "H", "H", "H", "C", "H", "H", "C", "H", "C", "C", "Ti", "O", "C", "C", "C", "H", "H", "P", "H", "H", "N", "H", "H", "H", "C", "C", "C", "C", "H", "H", "C", "H", "C", "C", "C", "H", "C", "H", "C", "C", "C", "O", "H", "H", "C", "C", "S", "O", "C", "H", "C", "Br", "C", "C", "H", "C", "C", "H", "H", "C", "H", "C", "N"], "xyz": [[-1.8361, -1.1104, -0.3289], [0.5604, 2.0005, -3.1211], [-3.0838, 4.1690, -0.5796], [-3.2083, 3.9265, -2.9685], [-2.3520, -4.0848, -2.5017], [-4.3553, 1.0465, 2.1843], [1.5818, 1.2350, -1.4812], [4.8039, 1.8520, -0.7171], [1.9880, -2.7768, 1.8514], [1.0136, -4.6552, 4.4926], [4.6697, 3.1159, -2.9045], [-3.4162, -3.9248, -2.5872], [-3.3652, 4.7088, 0.3136], [-4.2645, -0.2367, 3.3772], [2.4613, 3.1659, -4.0789], [5.8436, -2.4675, -3.3944], [0.3763, 2.1216, 3.5274], [0.7836, 3.4113, 3.2297], [1.3327, 5.2240, 1.5510], [4.7238, -3.2311, -1.7360], [-2.2546, -2.0413, -1.1551], [2.7643, -2.0770, 1.5782], [-0.6664, -0.4880, -3.3648], [5.5156, -3.8853, -1.4000], [3.8784, -1.6131, -3.3036], [-3.4582, -2.3026, 1.7792], [1.0603, 4.0821, 4.0334], [-2.8564, 0.6965, 0.1876], [0.0383, 1.3066, 2.4706], [-5.0168, -0.6513, -0.9618], [0.4687, 2.9511, 0.9245], [0.9639, -3.1042, 0.9563], [-0.8153, -5.2122, 2.9239], [4.0129, -1.0120, -4.1922], [0.9438, 5.9615, 2.2511], [2.0034, -3.3434, 3.1146], [2.4216, 5.2678, 1.6028], [1.0275, 5.5092, 0.5457], [-0.4148, -5.4042, -3.0249], [-2.4217, -2.4216, 2.0827], [-3.7890, 0.1629, 2.4829], [-3.5047, 4.6374, -1.8227], [-0.0031, 0.0234, -0.2309], [-3.4998, -1.9059, -1.5660], [2.4930, -2.3615, -1.4763], [0.8538, 3.8500, 1.9033], [1.5070, 1.9469, -2.6135], [2.8077, -3.1028, 3.7957], [-0.7634, -0.7370, -4.3405], [0.8758, -2.3508, -0.6811], [1.8793, -0.9328, -2.9800], [-2.4048, -5.8775, -3.6631], [-1.2107, 1.1131, -1.6998], [0.4663, 3.2374, -0.1199], [0.3344, 1.7560, 4.5432], [-4.0918, 5.5421, -1.8884], [-0.1847, -3.4204, -1.6682], [0.3799, -4.5166, -2.3091], [-2.3284, 3.0162, -0.4588], [-3.0975, -0.3611, 0.0780], [3.3831, -3.8520, -0.1933], [-3.5667, 4.2521, -3.9350], [-0.0335, -4.5273, 2.6262], [-3.6523, -3.0108, 0.9707], [2.7700, 0.5064, 0.4382], [3.5198, -3.2024, -1.0461], [-1.5675, -3.1914, -1.7671], [-3.7588, 0.1023, -1.9746], [2.7747, 1.2388, -0.8548], [-0.5116, -1.2786, -2.7491], [3.8111, 2.5969, -2.5004], [-3.8187, -0.8783, 1.3615], [-3.9508, -0.5932, -1.1540], [1.6505, -0.2251, 0.5271], [-4.8714, -0.9305, 1.0736], [-2.0623, 2.6641, 0.5242], [4.9058, -2.4367, -2.8580], [-0.0491, -3.9797, 1.3527], [-2.0768, 1.6286, -4.1006], [3.5828, 0.5656, 1.3082], [2.6774, -1.5737, -2.6174], [-0.8433, -4.2592, 0.6716], [2.5898, 2.6226, -3.1539], [-0.4177, -0.5133, 2.6733], [-1.2635, 0.6456, -2.9375], [-2.4561, 2.7666, -2.8386], [-4.0850, -2.6018, 2.6179], [0.9944, -4.2147, 3.5057], [-1.9679, 2.3129, -1.6097], [1.4468, -4.6841, -2.2479], [0.0361, -6.2589, -3.5098], [3.8966, 1.8980, -1.3043], [-2.7861, 0.4894, 2.7571], [-1.7791, -5.1892, -3.1128], [0.0481, 1.6994, 1.1993]]}

[2]
{"formula": "C43H40Cl2FMnN2O3P2S2", "method": "ωB97M-V/def2-TZVPD", "homo_ev": [-15.86, -15.87], "total_charge": 3, "multiplicity": 2, "s_squared": 1.016, "symbols": ["H", "H", "H", "C", "C", "C", "H", "H", "H", "H", "H", "H", "N", "C", "O", "C", "H", "C", "C", "C", "H", "Cl", "C", "P", "C", "C", "C", "C", "H", "C", "C", "H", "H", "H", "P", "C", "H", "C", "H", "C", "C", "S", "H", "C", "C", "C", "C", "C", "H", "C", "H", "H", "O", "C", "C", "H", "C", "H", "H", "C", "C", "H", "C", "H", "C", "H", "H", "C", "C", "C", "O", "F", "N", "H", "H", "C", "H", "S", "C", "C", "H", "C", "H", "H", "Cl", "H", "H", "C", "H", "Mn", "H", "C", "H", "H", "C", "C"], "xyz": [[1.7870, 3.6279, 1.6173], [-1.1920, -5.2367, 0.2937], [-5.1954, -7.3321, 0.6876], [-0.7313, -1.6667, 3.6927], [-2.6962, 1.4589, 5.1885], [0.3457, 2.1916, -1.8964], [-2.4556, 3.6736, 0.8283], [3.7360, 1.6487, -2.4245], [-4.1970, -7.2234, -1.6436], [2.5491, 2.2263, -3.6123], [1.3082, 1.9331, 3.5071], [-3.2674, 1.6452, 1.3728], [1.0386, 1.4977, 2.6283], [-1.6031, 1.5042, 4.3383], [0.6990, -1.8103, 0.6430], [4.7049, -2.0974, 2.0174], [2.6459, -2.6405, 2.2038], [-3.1027, 1.5946, 2.4420], [-4.0879, -3.6210, 0.4159], [-4.8832, -6.3004, 0.8440], [-5.1936, 1.5579, 2.8959], [-2.0423, 0.2099, -4.0678], [2.8144, 2.2097, -2.5548], [-0.4243, 1.7928, 1.8623], [-5.9680, -5.3323, 0.4011], [0.1073, 3.3611, -2.7845], [2.9221, -0.4948, 2.1400], [-1.3363, -3.1070, 0.4947], [-4.8333, 1.4498, 5.3385], [-3.6255, -2.2933, 0.5124], [3.8422, 0.5528, 2.0186], [-2.5410, 1.4090, 6.2573], [-2.1734, -2.7262, 4.8639], [-1.3813, -1.5880, 2.8352], [1.1934, -0.1536, 2.3042], [-5.8834, -1.5496, 0.6110], [-1.1000, -1.9036, -4.5146], [-0.3784, -2.3427, 5.9708], [-0.1066, 7.1712, 0.1748], [-0.1691, 6.1329, 0.4714], [-6.3519, -2.8625, 0.5446], [1.9722, 0.4056, -0.6990], [5.0472, -3.1228, 2.0117], [-3.6082, -6.0527, 0.0577], [0.8905, -1.7782, 5.9523], [-5.4708, -3.9156, 0.4447], [-1.3933, 5.4754, 0.4338], [1.7095, 1.6415, -1.7379], [-6.8489, -5.4192, 1.0365], [-1.8682, -4.3939, 0.3695], [-7.4195, -3.0361, 0.5839], [-2.7680, -6.2334, -1.9298], [-1.8247, -0.7776, 0.6434], [5.1925, 0.2675, 1.9202], [0.9702, 5.4660, 0.9001], [0.6426, 3.2717, -3.7276], [-2.2085, -2.0160, 0.5370], [3.5083, 1.5827, 2.0183], [-4.2145, -0.2253, 0.6685], [5.6204, -1.0542, 1.9175], [-4.1888, 1.5436, 3.2969], [-0.6079, 1.4685, 4.7644], [-1.1847, -2.2883, 4.8429], [0.1505, -0.6288, -4.3273], [-0.3444, 3.4824, 1.2774], [-2.8046, -6.6782, 0.4463], [-4.6800, -6.1834, 1.9109], [-3.7435, -6.2530, -1.4448], [0.8902, 4.1380, 1.2930], [-1.4873, 4.1555, 0.8357], [0.8509, -4.0076, 0.5379], [-6.7742, -0.5645, 0.7096], [-3.1546, -4.6485, 0.3189], [2.9845, 3.2479, -2.2535], [0.4867, 4.2557, -2.2779], [3.3545, -1.8263, 2.1288], [1.9199, 5.9812, 0.9413], [-0.9014, 1.5030, -1.0969], [-0.7982, -1.0146, -3.9730], [-1.8073, 1.5790, 2.9612], [-0.9530, 3.5013, -2.9793], [0.5432, -1.1123, 3.6626], [2.3625, -0.7608, 4.7900], [-6.2995, -5.5656, -0.6142], [-0.5220, -1.5766, -2.2750], [-2.2804, 6.0004, 0.1074], [6.6766, -1.2732, 1.8394], [-4.5514, -1.2447, 0.6004], [-0.7363, -2.8284, 6.8683], [-0.0637, -0.1720, 0.3053], [1.5226, -1.8290, 6.8279], [1.3586, -1.1681, 4.8008], [5.9128, 1.0709, 1.8519], [-4.3692, -5.4863, -1.9016], [-3.9833, 1.4802, 4.6707], [0.1439, -3.0410, 0.5622]]}

[3]
{"formula": "C43H40I2N8O2P2SW", "method": "ωB97M-V/def2-TZVPD", "relative_energy_ev": 2.309, "homo_ev": -12.65, "total_charge": 2, "symbols": ["N", "H", "H", "C", "N", "C", "W", "N", "C", "C", "H", "C", "O", "C", "H", "C", "H", "H", "C", "C", "H", "H", "C", "H", "H", "C", "C", "H", "H", "N", "H", "C", "C", "H", "H", "C", "I", "H", "C", "C", "C", "C", "P", "C", "C", "H", "C", "C", "N", "C", "H", "O", "I", "C", "H", "H", "H", "P", "H", "C", "C", "C", "H", "H", "C", "N", "H", "C", "C", "H", "H", "H", "H", "H", "H", "H", "C", "N", "N", "C", "C", "H", "H", "C", "H", "C", "H", "C", "C", "H", "C", "C", "H", "C", "C", "S", "H", "C", "H"], "xyz": [[-5.3368, -1.2652, 0.2247], [-2.5679, 1.5555, -2.1117], [-3.2689, -4.3414, -4.6990], [-1.6648, 4.0631, 2.7096], [0.8576, -0.2777, 2.4932], [3.2925, -0.6538, -0.1930], [-0.1752, 0.4634, 0.6498], [-0.3318, 2.1461, 2.0985], [0.4739, 1.5807, -3.6193], [0.5895, 3.7968, 3.5263], [3.5977, -1.4149, 1.8063], [-4.5661, -1.1850, -0.8884], [-1.9391, 1.2520, 0.4156], [-1.7488, 1.9073, -2.7278], [-3.9681, -0.2584, 1.3929], [1.7338, 0.4360, 3.1408], [1.4811, -5.8625, -1.9279], [-5.6580, 0.1597, 1.7383], [-1.9962, -1.2915, -3.9546], [1.9531, 1.8018, 2.5838], [-4.9889, -1.3894, 2.2921], [-2.7781, 3.6625, -3.3906], [1.6448, -5.2298, -1.0659], [-3.0452, -2.0705, -5.6521], [1.3852, 0.9985, -3.6933], [-1.8663, 3.0826, -3.4511], [1.6798, -3.0244, -0.0831], [4.6174, 3.5650, 1.4554], [2.2318, -2.9716, 2.0042], [-5.1323, -1.6675, -2.0366], [-4.7115, 4.7667, 1.3889], [-2.2453, -3.8456, -2.8773], [5.2110, 0.4167, -1.1829], [6.9685, 0.5158, 0.0397], [3.3269, 0.1930, -2.1710], [-1.4654, -1.5778, -2.7012], [-4.9234, 2.4968, -0.6014], [1.8976, 1.5873, 1.5366], [3.0115, 3.0513, 0.1325], [-2.6438, -2.2915, -4.6722], [3.6773, 3.0255, 1.4566], [0.6939, 2.6169, 2.7857], [-0.4955, -0.3367, -1.8208], [-2.3579, 2.3856, 1.0248], [-0.5754, 1.1595, -2.8090], [-5.9637, -2.2315, -2.0149], [2.3983, -0.0439, 4.3791], [-1.4641, 2.8786, 1.9928], [1.0323, 1.5496, -0.0482], [5.9372, 0.1954, -0.0234], [1.1558, -3.4626, -2.1373], [-3.4400, -0.6875, -0.8969], [-3.3610, 6.4840, 3.5147], [-4.9760, -0.6541, 1.4874], [-0.9091, 4.4250, -4.8244], [1.1573, 3.0842, -4.9849], [3.8584, 2.6157, 3.5182], [1.5839, -1.2304, -0.3169], [3.0490, -0.8927, 4.1551], [2.0314, -5.7829, 0.1446], [-0.4397, -2.1403, 2.5783], [3.8891, 0.0015, -1.2662], [1.6520, -0.4179, 5.0803], [5.9132, -0.6366, 1.9560], [2.0711, -3.5892, 1.1319], [0.5688, -1.4872, 3.0936], [1.4468, 4.1528, 4.0800], [-0.5934, 4.4965, 3.5158], [-3.5203, 3.0724, 0.8058], [1.4686, -1.4199, -2.7024], [-4.5076, -1.8027, -2.8132], [2.9844, 0.7486, 4.8366], [-2.3489, -4.8366, -2.4555], [-6.2602, -1.6537, 0.1393], [-0.2865, -3.6139, 3.9725], [-1.9095, -0.3018, -4.3814], [-3.7803, 4.2469, 1.5682], [1.0788, -0.9572, -1.8901], [-0.7612, -3.3161, 3.1364], [1.4705, -3.8589, -1.1813], [3.2628, 2.5086, 2.6206], [-1.5561, -3.8349, 2.8102], [-1.2079, -3.0746, -1.1724], [-2.8998, 4.7408, 2.4866], [2.1718, -6.8516, 0.2332], [5.3445, -0.4520, 1.0542], [-0.6940, 5.4082, 4.0904], [-0.8163, 3.5087, -4.2568], [-1.5961, -2.8571, -2.1599], [3.5073, 3.7485, -0.5333], [-2.7672, -3.5649, -4.1367], [4.0314, -0.8796, 0.9697], [1.7631, 2.7733, -1.5141], [2.2428, -4.9586, 1.2415], [0.3482, 2.7577, -4.3451], [-1.4158, -1.6237, 1.2277], [2.5479, -5.3836, 2.1885], [1.9620, 2.4595, -0.4921], [5.6718, 0.9111, -2.0277]]}

[4]
{"formula": "C43H41CrFNP2S2", "method": "ωB97M-V/def2-TZVPD", "relative_energy_ev": 0.000, "homo_ev": [-3.95, -4.35], "total_charge": -1, "multiplicity": 5, "s_squared": 6.026, "symbols": ["C", "C", "C", "H", "H", "C", "C", "H", "H", "C", "C", "H", "S", "C", "H", "H", "C", "C", "C", "H", "H", "C", "H", "C", "C", "H", "H", "H", "H", "H", "C", "C", "P", "H", "C", "C", "H", "H", "H", "C", "C", "H", "C", "H", "H", "C", "H", "H", "C", "H", "C", "C", "H", "C", "C", "C", "S", "C", "H", "C", "H", "C", "C", "C", "C", "C", "H", "H", "H", "H", "C", "C", "C", "H", "P", "C", "Cr", "H", "C", "H", "C", "C", "H", "F", "H", "H", "C", "H", "N", "H", "H"], "xyz": [[4.2595, -1.5462, -3.8567], [0.1514, -3.6145, 4.5785], [-0.7979, 3.6708, -3.5231], [4.7414, 2.8195, -0.7340], [-7.2134, 0.2433, 0.9717], [-3.8600, 0.7367, 1.0879], [3.3436, 0.4530, -2.8474], [0.5284, -2.5336, -1.2600], [-5.0934, -0.9597, 0.6291], [0.7950, 1.6929, -4.6256], [-0.1505, -1.2349, 4.4420], [-5.0305, 3.8121, 1.8900], [2.0073, 0.2424, 0.9311], [-2.9240, -4.2622, 2.7156], [-2.0139, -2.8660, -0.2348], [5.1109, -2.0945, -4.2414], [-3.1546, -3.0971, 3.4378], [0.3354, -1.2325, 3.1370], [1.8909, -1.4185, -3.3815], [1.4178, 0.9268, -5.0705], [-3.0663, -5.2278, 3.1853], [-2.5090, -4.1824, 1.3950], [-0.6687, 4.1351, 5.1347], [-2.3274, -2.9406, 0.7967], [-1.0166, 0.7559, 1.3958], [4.3033, 1.1594, -0.3274], [-3.4697, -3.1505, 4.4722], [0.8059, -3.7336, -4.7972], [1.1157, -2.4382, 1.5493], [2.6319, 2.1733, -1.8497], [-2.9713, -1.8625, 2.8364], [4.4217, -0.2680, -3.3466], [0.3902, 0.3305, 2.1753], [-1.1344, 2.4762, 3.3265], [2.2829, 2.4725, 5.1181], [4.6104, 1.8150, -1.1418], [3.2916, 2.8755, -4.1675], [-0.2115, -1.2779, -3.2788], [-3.1454, -0.9562, 3.4081], [0.7240, -2.4364, 2.5602], [4.0115, 2.8328, -3.3503], [5.4092, 0.1788, -3.3292], [0.5279, -2.0743, -3.3986], [1.1248, -3.8352, -2.2950], [2.7717, 0.8429, 3.8148], [2.0121, 1.5555, 4.1167], [3.2498, 2.4696, 5.6052], [-2.3237, -5.0850, 0.8263], [2.9976, -2.1147, -3.8620], [-1.4082, 4.4221, -3.0383], [-2.5555, -1.7714, 1.5097], [0.3812, -3.0352, -2.2205], [0.9234, -4.5541, 2.8084], [-5.0488, 2.7631, 1.6217], [1.3151, 3.4009, 5.4911], [0.6251, -3.6233, 3.2737], [-2.1378, -0.3506, -1.2623], [0.2967, 2.7187, -5.4198], [5.5852, 1.4751, -1.5013], [-6.2727, 0.7630, 1.1039], [-0.8938, 4.5134, -5.5034], [0.0839, 3.4086, 4.8550], [0.5166, 1.6131, -3.2482], [2.0575, -0.1181, -2.8763], [0.7735, 1.5531, 3.4825], [3.5808, 1.8366, -2.2715], [0.5416, 2.7274, -6.4750], [2.8659, -3.1166, -4.2537], [1.5293, 4.1207, 6.2714], [-0.6122, -3.4856, -2.2084], [-0.2353, -2.4171, 5.1643], [-0.5044, 3.7161, -4.8856], [-3.8533, 2.0791, 1.4393], [-0.4595, -0.3043, 4.9045], [-2.2735, -0.1235, 0.7568], [0.2310, -2.8084, -4.7048], [0.0838, 0.3528, -0.5401], [4.9851, 2.5569, -3.7661], [-5.0781, 0.0864, 0.9150], [-0.8254, -3.0809, -4.7487], [-0.1849, 2.4850, 3.8495], [-6.2599, 2.1075, 1.4581], [4.1031, 3.8359, -2.9273], [-0.5597, 2.6576, -1.4132], [0.0845, -4.5401, 5.1367], [-7.1914, 2.6403, 1.6015], [-0.2944, 2.6521, -2.7582], [0.4583, -2.1874, -5.5727], [0.9508, 0.6287, -2.4053], [-0.6074, -2.4018, 6.1810], [-2.8973, 2.5764, 1.5590]]}